Record 1
Computed, not measured: a molecular structure, C22H52CrN5O7P in a non-equilibrium geometry, with ωB97M-V/def2-TZVPD.

Structure (XYZ):
```
88
Properties=species:S:1:pos:R:3
Cr 0.88745 -0.41674 0.15297
O -0.69685 0.86400 1.14998
P -1.63755 1.99070 1.48841
N -1.64837 3.17643 0.30166
C -2.40528 3.05076 -0.92347
C -0.40570 3.96736 0.22679
N -1.24532 2.81983 2.88358
C -1.91803 4.07404 3.21178
C -0.57201 2.16071 3.97843
N -3.23468 1.50230 1.52568
C -4.35484 2.40931 1.76795
C -3.56264 0.06697 1.64502
H -3.36630 2.58170 -0.69901
H -1.95233 2.37134 -1.65221
H -2.60316 4.04630 -1.31871
H 0.43153 3.29050 0.03539
H -0.24293 4.43632 1.19689
H -0.42310 4.74070 -0.53598
H -2.41000 3.94900 4.17890
H -1.21327 4.90794 3.22847
H -2.69124 4.34060 2.49611
H -0.06187 2.87446 4.62439
H -1.23433 1.50094 4.54950
H 0.23889 1.51913 3.61851
H -4.34174 3.28643 1.12059
H -5.33000 1.94335 1.64122
H -4.32273 2.74736 2.80727
H -2.92281 -0.51555 0.99223
H -4.57957 -0.12240 1.30691
H -3.46247 -0.15734 2.70813
O -0.78485 -1.11162 -0.99714
C -1.62853 -1.30499 -1.85045
O -2.15430 -0.26884 -2.48660
C -2.97796 -0.69558 -3.62058
C -2.69898 -2.21061 -3.71626
C -2.08811 -2.62219 -2.39371
H -2.66784 -0.13594 -4.49530
H -4.03049 -0.52190 -3.40745
H -1.96082 -2.32495 -4.51553
H -3.56472 -2.74744 -4.09828
H -1.32335 -3.38640 -2.49096
H -2.83387 -3.03559 -1.70625
O 1.23898 1.03711 -1.37900
C 1.07729 1.69408 -2.39395
O 0.11229 2.55968 -2.52302
C -0.00846 3.07792 -3.83852
C 1.38888 2.87866 -4.44401
C 1.95279 1.68138 -3.63516
H -0.15460 4.15863 -3.85442
H -0.83268 2.67235 -4.42261
H 2.02089 3.75715 -4.36352
H 1.40452 2.50728 -5.46801
H 2.96401 1.96083 -3.34124
H 1.91647 0.77483 -4.23099
C 3.04770 -0.44894 3.98684
C 2.28749 -0.88583 2.74036
C 0.89746 -1.37566 3.08721
O 0.21802 -1.64112 1.85657
C -0.82851 -2.60389 2.08282
N 2.28214 0.21447 1.68801
H 4.05454 -0.05150 3.85215
H 3.08921 -1.30050 4.66666
H 2.52563 0.38348 4.47291
H 2.89631 -1.64298 2.23960
H 0.39669 -0.64499 3.72877
H 0.97597 -2.29021 3.67910
H -1.19399 -2.88004 1.09818
H -1.60252 -2.16223 2.70441
H -0.42745 -3.46169 2.62695
H 2.20722 1.09604 2.20484
H 3.28957 0.25387 1.51051
C 1.09365 -3.93817 -0.81710
C 2.26011 -3.17181 -0.19678
C 3.57452 -3.89156 -0.42189
O 3.87414 -3.95158 -1.79515
C 5.19637 -4.47454 -1.96110
N 2.25820 -1.76807 -0.71996
H 1.08591 -4.95741 -0.42368
H 1.33846 -4.08786 -1.87372
H 0.13295 -3.47633 -0.62166
H 2.05589 -3.16826 0.87624
H 3.57197 -4.88950 0.02065
H 4.31644 -3.27482 0.11022
H 5.90315 -3.85438 -1.40234
H 5.48717 -4.54330 -3.00310
H 5.22492 -5.47256 -1.51187
H 2.16089 -1.88395 -1.73761
H 3.26444 -1.55454 -0.78152
```

Results
gap between HOMO and LUMO (spin up / spin down)	8.5 / 8.9	eV
charge	+2
expectation value of S²	6.0064
spin multiplicity	5

Need the Löwdin charges? In units of e they are: 0.764, -0.302, 0.605, -0.274, -0.097, -0.078, -0.299, -0.100, -0.097, -0.295, -0.097, -0.074, 0.070, 0.061, 0.099, 0.066, 0.067, 0.093, 0.096, 0.089, 0.069, 0.098, 0.095, 0.043, 0.078, 0.091, 0.080, 0.057, 0.086, 0.088, 0.022, -0.435, 0.056, -0.080, -0.129, -0.049, 0.128, 0.132, 0.123, 0.129, 0.124, 0.148, 0.022, -0.437, 0.035, -0.117, -0.117, -0.037, 0.136, 0.134, 0.122, 0.121, 0.135, 0.131, -0.033, -0.377, -0.164, -0.293, -0.031, 0.027, 0.094, 0.099, 0.088, 0.131, 0.128, 0.142, 0.085, 0.097, 0.105, 0.106, 0.111, -0.031, -0.381, -0.220, -0.180, -0.067, 0.024, 0.103, 0.097, 0.046, 0.124, 0.143, 0.130, 0.091, 0.096, 0.097, 0.118, 0.118

=====

Record 2
Computed, not measured: a molecular structure, C14H36Fe2O13 in a non-equilibrium geometry, with ωB97M-V/def2-TZVPD.

Structure (XYZ):
```
65
Properties=species:S:1:pos:R:3
Fe 4.63214 -27.17886 -14.11330
Fe 5.75960 -19.89433 -9.78358
C 2.68752 -24.64258 -11.17573
C 3.06910 -23.47246 -10.63414
C 4.45518 -22.88111 -11.04885
O 4.82174 -21.71627 -10.62418
C 5.35496 -23.56271 -11.82000
C 4.98589 -24.85206 -12.43616
C 3.47624 -25.36006 -12.13476
O 3.08612 -26.35496 -12.81017
O 5.68276 -25.54459 -13.16038
O 2.26848 -22.90852 -9.81730
H 1.73372 -25.03512 -10.85544
H 6.36270 -23.26012 -12.06355
C -1.13896 -28.47775 -12.18017
C 0.15936 -27.70419 -12.04319
O 0.86307 -27.63654 -13.23872
H -1.77171 -28.15524 -13.00705
H -1.78884 -28.23798 -11.33859
H -1.01516 -29.56016 -12.21430
H 0.79934 -28.11507 -11.26235
H -0.11993 -26.71351 -11.68448
H 1.74041 -27.29871 -13.04440
C -0.46578 -22.73778 -14.72426
C 0.49178 -23.85085 -14.23968
O -0.11747 -24.70934 -13.33303
H 0.08292 -21.98873 -15.29517
H -0.99398 -22.21379 -13.92768
H -1.26976 -23.22647 -15.27462
H 1.45028 -23.48169 -13.87482
H 0.89482 -24.45381 -15.05338
H 0.40654 -25.51282 -13.37083
C 2.72296 -25.18917 -6.20027
C 2.11019 -25.69138 -7.53395
O 0.97941 -24.98385 -8.03066
H 3.60899 -25.77853 -5.96424
H 2.04065 -25.26886 -5.35397
H 3.13837 -24.18821 -6.31685
H 1.92633 -26.76493 -7.49173
H 2.87248 -25.57108 -8.30372
H 1.25924 -24.38994 -8.73106
C 9.50288 -19.65868 -13.26218
C 9.91331 -21.05531 -12.96911
O 8.85158 -21.92778 -13.11175
H 8.61813 -19.41635 -12.67344
H 9.24140 -19.51273 -14.31023
H 10.32915 -18.97953 -13.05207
H 10.34500 -21.05191 -11.96825
H 10.69046 -21.36676 -13.66707
H 8.76332 -22.33775 -12.24818
O 4.85152 -28.33699 -12.32098
H 4.38317 -29.16899 -12.25288
H 5.36506 -28.28399 -11.51493
O 1.52392 -19.94740 -10.39239
H 0.94001 -19.73057 -11.11920
H 1.76593 -20.86111 -10.54333
O -0.58523 -23.89546 -10.74934
H -0.43861 -24.18678 -11.64928
H 0.22844 -23.45497 -10.50412
O 8.77029 -23.10669 -10.53828
H 8.26546 -23.88913 -10.76004
H 9.24670 -23.34582 -9.74324
O 7.64940 -25.91731 -11.18908
H 6.85841 -25.84971 -11.72385
H 7.51671 -26.70586 -10.66294
```

Results
gap between HOMO and LUMO (spin up / spin down)	4.9 / 5.1	eV
charge	+1
expectation value of S²	24.7617
spin multiplicity	10

Need the Löwdin charges? In units of e they are: 1.282, 0.935, 0.021, -0.302, -0.267, -0.239, 0.051, -0.291, -0.234, -0.122, -0.059, 0.036, 0.119, 0.115, -0.065, -0.337, -0.094, 0.082, 0.082, 0.074, 0.116, 0.097, -0.004, -0.050, -0.323, -0.081, 0.075, 0.076, 0.078, 0.094, 0.108, 0.051, -0.076, -0.310, -0.069, 0.063, 0.074, 0.066, 0.103, 0.084, 0.018, -0.096, -0.373, -0.079, 0.064, 0.077, 0.080, 0.113, 0.115, 0.017, -0.013, 0.099, 0.098, -0.054, 0.033, -0.016, -0.040, -0.024, -0.010, -0.040, 0.002, 0.062, -0.019, -0.020, 0.047

=====

Record 3
Computed, not measured: 2 unconnected molecules or ions with the total composition C30H28NO7S2 in a non-equilibrium geometry, with ωB97M-V/def2-TZVPD.

Structure (XYZ):
```
68
Properties=species:S:1:pos:R:3
C -6.48350 -0.28900 -3.03046
O -6.17196 -0.54621 -1.64320
C -4.87230 -0.77356 -1.32021
C -4.56004 -0.86772 0.05969
C -3.24350 -0.91028 0.46407
C -2.17537 -0.84550 -0.46262
C -0.80030 -0.73137 -0.03823
C 0.19891 -0.28124 -0.85279
S 1.86830 -0.87257 -0.66306
C 1.98727 -2.46525 -1.47741
C 1.91765 -3.64216 -0.72264
C 2.11410 -4.87364 -1.35319
C 2.39043 -4.92064 -2.72293
C 2.44337 -3.74317 -3.47289
C 2.23501 -2.51033 -2.85123
O 2.72721 0.01094 -1.42074
O 2.10249 -1.11057 0.74238
S -0.08630 0.95798 -2.12041
C 1.15969 2.21112 -1.81365
C 1.87773 2.71004 -2.89512
C 2.86626 3.66699 -2.66776
C 3.10443 4.12920 -1.36991
C 2.35450 3.63445 -0.29735
C 1.34734 2.69876 -0.52431
O 0.22986 0.33844 -3.39411
O -1.35337 1.61515 -1.90288
C -2.51560 -0.93950 -1.83618
C -3.82700 -0.86658 -2.26891
H -7.54801 -0.05512 -3.03619
H -5.90712 0.56699 -3.40768
H -6.29203 -1.18180 -3.64084
H -5.38535 -0.87095 0.76917
H -3.00963 -0.96336 1.52612
H -0.54193 -1.03932 0.96837
H 1.72708 -3.57725 0.34812
H 2.05756 -5.78984 -0.76350
H 2.56713 -5.87902 -3.20749
H 2.65095 -3.76937 -4.54305
H 2.26929 -1.58249 -3.41858
H 1.67246 2.32822 -3.89297
H 3.44596 4.03894 -3.51465
H 3.87835 4.87759 -1.19112
H 2.54307 3.96446 0.72420
H 0.72877 2.33683 0.29404
H -1.73918 -1.09368 -2.58502
H -4.02529 -0.83477 -3.34011
C 4.29297 -1.30056 3.99782
C 3.57718 -0.11165 3.40784
O 2.16273 -0.39976 3.42365
C 1.43195 0.59701 2.85426
C 0.02587 0.23556 2.79434
C -0.97201 1.19282 3.05413
C -0.70765 2.60413 3.08633
C -1.75913 3.49670 3.31459
N -3.01949 3.09734 3.50337
C -3.30103 1.78887 3.49858
C -2.32854 0.80865 3.30402
O 1.96511 1.64929 2.47500
H 5.35700 -1.22844 3.76107
H 4.19406 -1.30278 5.08795
H 3.90122 -2.24291 3.60377
H 3.76621 0.78766 4.01411
H 3.89457 0.07221 2.37083
H -0.18402 -0.82032 2.93426
H 0.30121 2.97242 2.93080
H -1.56589 4.57547 3.34530
H -4.34876 1.51069 3.65718
H -2.61101 -0.24216 3.34803
```

Results
gap between HOMO and LUMO	4.9	eV
charge	-1
spin multiplicity	1

Need the Löwdin charges? In units of e they are: -0.067, -0.088, -0.259, 0.009, -0.001, -0.198, -0.018, -0.323, 0.716, -0.254, -0.049, -0.081, -0.091, -0.076, -0.050, -0.293, -0.272, 0.702, -0.296, -0.070, -0.084, -0.082, -0.052, -0.044, -0.335, -0.275, -0.031, -0.007, 0.087, 0.098, 0.091, 0.119, 0.091, 0.092, 0.115, 0.103, 0.098, 0.104, 0.111, 0.110, 0.099, 0.098, 0.110, 0.114, 0.109, 0.106, -0.085, -0.254, -0.051, -0.531, -0.074, -0.245, -0.034, -0.192, -0.021, -0.202, -0.077, 0.000, 0.068, 0.069, 0.075, 0.121, 0.115, 0.094, 0.081, 0.088, 0.086, 0.080

=====

Record 4
Computed, not measured: a molecular structure, C16H31CrGeNO5, with ωB97M-V/def2-TZVPD.

Structure (XYZ):
```
55
Properties=species:S:1:pos:R:3
Cr -0.95968 -0.12680 -0.62880
C 1.70475 2.57633 -2.05643
C 0.50692 2.71584 -1.13706
C 0.67815 3.83893 -0.12740
C -0.78846 2.86647 -1.91998
O 0.38919 1.45377 -0.39956
Ge 0.58263 1.03574 1.34512
O -1.18961 0.63082 1.32246
C -2.14856 0.49379 2.41609
C -1.37143 0.23019 3.69584
C -2.94122 1.78558 2.49066
C -3.02746 -0.69118 2.05105
O 1.04870 -0.62214 0.97005
C 2.18667 -1.50540 1.13904
C 1.80164 -2.54850 2.17137
C 2.42000 -2.12237 -0.23311
C 3.38845 -0.68395 1.58185
H 1.82899 3.48408 -2.64748
H 2.61639 2.42019 -1.47614
H 1.57484 1.73195 -2.73507
H 0.77963 4.79759 -0.63377
H -0.18627 3.90254 0.54003
H 1.58607 3.68618 0.46541
H -0.79714 3.81710 -2.45240
H -0.88435 2.06832 -2.65961
H -1.65157 2.85000 -1.24889
H -0.70907 1.07345 3.92502
H -2.04783 0.11628 4.54168
H -0.77618 -0.68123 3.60936
H -2.28161 2.63471 2.68347
H -3.47477 1.96675 1.55672
H -3.67219 1.73530 3.29733
H -2.43426 -1.60077 1.94789
H -3.77516 -0.84992 2.82770
H -3.55299 -0.51216 1.11086
H 0.89953 -3.07741 1.86184
H 2.60465 -3.27639 2.28920
H 1.61935 -2.08360 3.14215
H 1.55035 -2.70864 -0.53650
H 2.60210 -1.34918 -0.98070
H 3.28364 -2.78643 -0.19707
H 3.17425 -0.17470 2.52616
H 4.25281 -1.32700 1.74273
H 3.65218 0.05676 0.82366
O -1.96707 -1.91389 -1.00237
C -1.35163 -1.99048 -2.10607
C -1.32400 -3.11078 -3.10104
C -0.32308 -2.58709 -4.14007
C 0.11613 -1.21790 -3.61998
O 0.92617 -0.47989 -4.10819
N -0.59147 -0.95235 -2.44079
H -2.32776 -3.27004 -3.49531
H -1.02062 -4.03599 -2.61177
H -0.75590 -2.46368 -5.13153
H 0.55716 -3.21880 -4.24765
```

Results
gap between HOMO and LUMO (spin up / spin down)	10.3 / 6.1	eV
charge	+1
expectation value of S²	8.7647
spin multiplicity	6

Need the Löwdin charges? In units of e they are: 0.915, -0.004, -0.632, -0.039, -0.013, -0.354, 1.030, -0.352, -0.641, -0.034, -0.013, -0.013, -0.274, -0.649, -0.017, -0.009, -0.035, 0.103, 0.094, 0.081, 0.105, 0.089, 0.085, 0.106, 0.087, 0.093, 0.082, 0.105, 0.088, 0.091, 0.095, 0.101, 0.096, 0.105, 0.093, 0.094, 0.099, 0.088, 0.088, 0.096, 0.101, 0.085, 0.101, 0.092, -0.049, -0.485, -0.053, -0.056, -0.454, 0.104, 0.055, 0.135, 0.133, 0.130, 0.129

=====

Record 5
Computed, not measured: a single C3H3NO2 molecule in a non-equilibrium geometry, with ωB97M-V/def2-TZVPD.

Structure (XYZ):
```
9
Properties=species:S:1:pos:R:3
O -1.19128 1.11012 -1.77581
C -0.80775 0.85802 -0.67177
N -0.95360 -0.34905 0.12672
C 0.29540 -0.46790 0.74040
C 0.97957 0.64764 0.47996
O 0.13188 1.61219 -0.05600
H -1.77318 -0.77854 0.55227
H 0.59631 -1.32621 1.32021
H 2.02429 0.89197 0.41666
```

Results
gap between HOMO and LUMO	9.6	eV
charge	0
SMILES	O=c1[nH]cco1
spin multiplicity	1

Need the Löwdin charges? In units of e they are: 0.154, -0.502, 0.103, -0.107, -0.098, 0.061, 0.150, 0.118, 0.120